<a>
Molecular formula: C5H10N2S
Method: DFT, the ωB97M-V functional and the def2-TZVPD basis

The SMILES is [H]/N=N/[C@@H]1CCS[C@H]1C. The HOMO-LUMO gap comes out at 9.264 eV. For the molar mass, the calculation gives 130.22 g mol⁻¹. The LUMO energy comes out at 0.7 eV.

Structure (ORCA input):
```
! wB97M-V def2-TZVPD RIJCOSX def2/J DEFGRID3
* xyz 0 1
H -0.7553 -3.6329 0.3297
N -0.2000 -2.7609 0.2652
N -0.8218 -1.7450 -0.0500
C -0.0061 -0.5813 0.1025
C -0.0110 -0.1358 1.5937
C 0.1283 1.5267 1.6764
S -0.2826 2.0992 0.0304
C -0.5655 0.5602 -0.8757
C 0.1107 0.4897 -2.2065
H 1.0714 -0.7281 -0.1874
H 0.8685 -0.6330 1.9683
H -0.9548 -0.5530 1.9244
H -0.5898 1.9368 2.4633
H 1.1785 1.6489 2.0283
H -1.6948 0.4391 -1.1115
H 1.1710 0.7290 -2.0853
H -0.4772 1.0194 -2.9811
H 0.1057 -0.5164 -2.7942
*
```

***

<b>
Molecular formula: C5H10N2S
Method: DFT, the ωB97M-V functional and the def2-TZVPD basis

The SMILES is CC1=NC[C@@H](CS)N1. The HOMO-LUMO gap comes out at 9.277 eV. For the molar mass, the calculation gives 130.22 g mol⁻¹. The LUMO energy comes out at 0.7 eV.

Structure (ORCA input):
```
! wB97M-V def2-TZVPD RIJCOSX def2/J DEFGRID3
* xyz 0 1
C -2.3784 0.7839 1.7996
C -1.1140 0.2542 1.1488
N -1.0788 -1.0598 0.9963
C 0.2570 -1.3625 0.5425
C 1.0386 -0.0320 0.4842
C 1.7622 0.1174 -0.7978
S 0.6632 0.0083 -2.3426
N -0.0134 0.9150 0.7800
H -2.0856 1.3811 2.7054
H -3.0907 -0.0075 2.1337
H -2.9920 1.4571 1.2448
H 0.6562 -2.1581 1.1304
H 0.2040 -1.8366 -0.4500
H 1.7863 0.2650 1.1901
H 2.2899 1.1244 -0.8090
H 2.6413 -0.5549 -0.8825
H -0.1007 0.9743 -1.6272
H 0.3329 1.6717 1.3480
*
```

***

<c>
Molecular formula: C5H10N2S
Method: DFT, the ωB97M-V functional and the def2-TZVPD basis

The SMILES is CN(S)C1=NCCC1. The HOMO-LUMO gap comes out at 9.528 eV. For the molar mass, the calculation gives 130.22 g mol⁻¹. The LUMO energy comes out at 0.9 eV.

Structure (ORCA input):
```
! wB97M-V def2-TZVPD RIJCOSX def2/J DEFGRID3
* xyz 0 1
C -0.2208 -0.9307 -2.2533
N -0.9919 -0.2211 -1.2426
S -2.6851 -0.4397 -1.2776
C -0.3982 0.1380 -0.0408
N -1.0637 0.2998 1.0327
C -0.1413 0.8142 2.0520
C 1.2914 0.5518 1.5490
C 1.0912 0.4079 0.0388
H 0.7320 -0.4247 -2.4433
H 0.0035 -1.9701 -1.9573
H -0.7964 -0.9279 -3.1759
H -2.8202 -1.4483 -0.3553
H -0.3415 0.3071 3.0273
H -0.3512 1.8942 2.2314
H 1.6783 -0.3882 1.9426
H 1.9807 1.3400 1.8109
H 1.3404 1.3628 -0.5570
H 1.6928 -0.3650 -0.3817
*
```

***

It comes down to <c>, which is 0.0115 hartree more stable than the next structure.

***

<a>
Molecular formula: H36O18
Method: DFT, the ωB97M-V functional and the def2-TZVPD basis

The HOMO-LUMO gap comes out at 10.231 eV. For the molar mass, the calculation gives 324.27 g mol⁻¹. The LUMO energy comes out at 0.1 eV.

Structure (ORCA input):
```
! wB97M-V def2-TZVPD RIJCOSX def2/J DEFGRID3
* xyz 0 1
O -1.5307 1.0312 0.2631
H -2.3482 0.5252 0.0221
H -1.6397 0.6041 1.1380
O -1.6393 -3.8351 -0.7641
H -1.0884 -3.2228 -0.2408
H -1.6955 -3.5710 -1.6856
O 0.8710 4.6484 -2.1496
H 0.8673 3.7120 -1.9654
H 0.2233 5.1978 -1.7100
O -2.6732 2.0374 -2.8880
H -2.9941 2.7516 -3.4618
H -1.7288 2.1648 -3.1007
O -3.7235 -0.6203 4.6154
H -4.3503 -1.2674 4.2839
H -2.9298 -1.1468 4.4099
O 1.3082 -2.5577 -0.2721
H 0.9036 -2.1452 -1.0245
H 2.0355 -3.1133 -0.5900
O 1.4602 -0.3695 1.2688
H 1.6216 0.1429 2.0646
H 1.3538 -1.3231 1.3649
O 3.9575 1.0165 0.5433
H 3.8449 1.8851 0.1783
H 3.1218 0.5374 0.6119
O -1.7028 3.3515 -1.1335
H -1.8051 2.3544 -1.3078
H -2.4686 3.4027 -1.7342
O 0.7379 -3.4911 3.9181
H 0.0072 -4.0714 4.1981
H 0.9151 -3.1094 4.7894
O 4.6792 -1.3214 -1.2356
H 5.1661 -0.5487 -0.9123
H 5.2239 -2.0314 -0.8740
O -3.7134 1.9844 1.3898
H -3.9652 2.5936 0.7010
H -3.6976 2.2848 2.2910
O 3.3616 0.0870 -2.9785
H 4.2818 0.1350 -3.1555
H 3.1370 -0.1979 -2.0918
O 0.6526 -0.4560 -4.9104
H 0.8807 -0.1983 -4.0185
H 1.1108 0.0601 -5.5680
O -0.4196 -2.6029 -3.6861
H -0.2521 -2.0005 -4.4626
H -0.5632 -3.3707 -4.2622
O 0.1458 0.9291 4.3804
H -0.0537 1.6080 5.0156
H 0.9226 1.1442 3.8731
O 0.2873 3.3159 0.5831
H -0.6033 3.8311 0.3926
H -0.0970 2.4757 0.8234
O -2.0871 -3.0826 3.1799
H -1.2679 -2.9996 2.7701
H -2.4218 -3.9174 2.8350
*
```

***

<b>
Molecular formula: H36O18
Method: DFT, the ωB97M-V functional and the def2-TZVPD basis

The HOMO-LUMO gap comes out at 10.120 eV. For the molar mass, the calculation gives 324.27 g mol⁻¹. The LUMO energy comes out at -0.5 eV.

Structure (ORCA input):
```
! wB97M-V def2-TZVPD RIJCOSX def2/J DEFGRID3
* xyz 0 1
O -0.0146 -0.7819 -3.2261
H 0.3272 0.0438 -3.5380
H 0.4646 -1.0881 -2.4199
O 0.0414 -4.8575 2.6563
H -0.8989 -4.8631 2.5014
H 0.4361 -4.0681 2.2652
O -0.2231 2.0119 2.3366
H -0.8298 1.4092 2.7412
H 0.1143 1.5092 1.5858
O -3.5804 -4.0210 -0.5413
H -4.4534 -4.3789 -0.2962
H -3.1170 -4.5567 -1.1677
O -3.1008 4.4061 0.0387
H -3.0501 3.5995 -0.4600
H -2.8016 4.0774 0.8767
O -2.4541 0.9540 -5.1220
H -1.6670 0.4948 -4.7606
H -2.6024 0.7659 -6.0511
O -4.7732 -0.4164 -2.8964
H -4.3013 -0.1692 -2.1182
H -4.7765 0.1629 -3.6452
O 4.3587 -1.7965 2.9977
H 5.0110 -2.4654 3.1685
H 3.5321 -2.1625 3.3125
O 1.7294 1.3299 -5.7711
H 0.9063 1.6921 -6.1029
H 2.0079 2.2230 -5.4358
O 2.0576 -3.9003 0.0659
H 1.1317 -4.2471 0.2324
H 2.4172 -3.9850 0.9421
O -1.8265 -2.9080 2.5410
H -2.2882 -3.3463 1.8241
H -1.6878 -1.9988 2.3139
O -2.8923 -0.6483 0.8741
H -3.3008 0.1518 0.5394
H -3.3927 -0.8689 1.6580
O 1.1731 -1.0393 -0.8165
H 1.3669 -1.9344 -1.1519
H 0.3816 -1.0302 -0.2953
O 3.3841 0.2160 0.3850
H 4.0773 0.8966 0.4925
H 2.7328 0.4756 -0.2532
O 3.1491 2.6181 4.1802
H 3.7949 2.3341 3.5193
H 2.2570 2.2212 3.9501
O 2.0828 3.8923 0.0691
H 2.6329 3.6512 -0.6658
H 2.6321 4.2827 0.7433
O 0.9329 -0.0590 3.2822
H 1.5960 0.5691 2.9123
H 1.2529 -0.8250 2.7404
O 0.0232 5.8574 -0.2345
H 0.4935 5.1192 0.1671
H -0.4659 5.4509 -0.9435
*
```

***

It comes down to <b>, which is 0.0105 hartree more stable than the next structure.

***

<a>
Molecular formula: CH3N3O
Method: DFT, the ωB97M-V functional and the def2-TZVPD basis

The SMILES is N=C=N.N=O. The HOMO-LUMO gap comes out at 9.121 eV. For the molar mass, the calculation gives 73.06 g mol⁻¹. The LUMO energy comes out at 0.4 eV.

Structure (ORCA input):
```
! wB97M-V def2-TZVPD RIJCOSX def2/J DEFGRID3
* xyz 0 1
N 1.7298 -1.1469 0.0645
C 1.0705 -0.1538 -0.1382
N 0.3293 0.8582 -0.0880
H 1.8400 -1.8787 -0.6360
H 0.8459 1.7762 -0.3206
N -1.8559 0.4317 0.0194
O -1.9248 -0.7842 0.0250
H -2.0347 0.8975 1.0737
*
```

***

<b>
Molecular formula: CH3N3O
Method: DFT, the ωB97M-V functional and the def2-TZVPD basis

The SMILES is NN=O.C#N. The HOMO-LUMO gap comes out at 10.266 eV. For the molar mass, the calculation gives 73.06 g mol⁻¹. The LUMO energy comes out at 0.1 eV.

Structure (ORCA input):
```
! wB97M-V def2-TZVPD RIJCOSX def2/J DEFGRID3
* xyz 0 1
N 1.2249 -0.2234 -0.4943
N 0.6182 -0.2196 0.6460
O 0.1009 -1.3001 0.9906
H 1.3538 0.6763 -0.9332
H 1.5685 -1.0801 -0.9314
C -1.7165 0.7457 0.2651
N -1.5786 1.6789 -0.3861
H -1.5711 -0.2777 0.8433
*
```

***

<c>
Molecular formula: CH3N3O
Method: DFT, the ωB97M-V functional and the def2-TZVPD basis

The HOMO-LUMO gap comes out at 9.284 eV. For the molar mass, the calculation gives 73.06 g mol⁻¹. The LUMO energy comes out at 0.8 eV.

Structure (ORCA input):
```
! wB97M-V def2-TZVPD RIJCOSX def2/J DEFGRID3
* xyz 0 1
C 1.3285 -0.1687 0.0562
N -1.4351 -0.3205 -0.0349
N -1.1996 0.7865 -0.3543
N 1.7622 0.9429 -0.0604
O 1.2466 -1.2817 0.3241
H -0.8177 -1.0501 -0.2758
H -2.2272 -0.6497 0.6000
H 1.3422 1.7412 -0.2549
*
```

***

It comes down to <c>, which is 0.0199 hartree more stable than the next structure.